{"formula": "C23H53N5O2P", "method": "the ωB97M-V functional and the def2-TZVPD basis", "species": ["C", "C", "C", "C", "P", "N", "C", "C", "C", "C", "C", "C", "O", "O", "N", "C", "N", "H", "H", "H", "H", "H", "H", "H", "H", "H", "H", "H", "H", "H", "H", "H", "H", "H", "H", "H", "H", "H", "H", "H", "C", "C", "N", "C", "C", "C", "C", "H", "H", "H", "H", "H", "H", "H", "H", "H", "H", "H", "H", "H", "H", "H", "C", "C", "N", "C", "C", "C", "C", "H", "H", "H", "H", "H", "H", "H", "H", "H", "H", "H", "H", "H", "H", "H"], "xyz": [[3.11751, 1.47923, 3.00239], [2.87946, 2.18656, 1.94110], [2.23688, 1.67399, 0.68554], [3.20451, 0.82876, -0.19097], [5.00217, 0.83260, 0.31903], [5.82700, -0.01793, -0.72041], [2.84386, -0.68114, -0.04539], [1.64358, -0.88335, -1.02158], [0.26772, -1.20639, -0.42048], [-0.83606, -0.17625, -0.71585], [-2.08026, -0.32525, 0.16923], [-2.79545, 1.00864, 0.21902], [-3.91220, 1.11107, -0.04034], [-2.05875, 2.12185, 0.56713], [1.75653, 0.24121, -2.00433], [3.05258, 0.98385, -1.70020], [3.07189, 2.31635, -2.26135], [3.88515, 1.77451, 3.70154], [2.53341, 0.60558, 3.26380], [3.15782, 3.23130, 1.95968], [1.92625, 2.55193, 0.11444], [1.32276, 1.10634, 0.87358], [5.14128, 0.27341, 1.60456], [5.45133, 2.17280, 0.36570], [6.28052, -0.78543, -0.23638], [2.54732, -0.97407, 0.95513], [3.58662, -1.36907, -0.43053], [1.87493, -1.75108, -1.63335], [0.38452, -1.29419, 0.65800], [-0.08909, -2.17621, -0.75676], [-1.07319, -0.25820, -1.77960], [-0.40598, 0.82354, -0.58863], [-2.76882, -0.98846, -0.33560], [-1.80527, -0.67808, 1.15984], [-1.91763, 2.67707, -0.20976], [1.05052, 0.98220, -1.99687], [1.79830, -0.18422, -2.93056], [3.89467, 0.46098, -2.16444], [2.42514, 2.39425, -3.03791], [2.83705, 3.02361, -1.57298], [-0.31090, 0.52550, 4.05209], [-1.31932, 1.66535, 3.99066], [-2.29241, 1.63641, 5.06026], [-3.40441, 2.55118, 4.84711], [-3.10603, 4.05411, 4.82166], [-1.75066, 1.60618, 6.40984], [-0.82532, 2.75178, 6.83928], [-0.81462, -0.44336, 4.06899], [0.33272, 0.55876, 3.16751], [0.33719, 0.59471, 4.92703], [-1.84890, 1.57838, 3.03917], [-0.76928, 2.61978, 3.95433], [-4.16962, 2.35568, 5.60247], [-3.87359, 2.28385, 3.89427], [-2.92313, 4.44875, 5.81992], [-3.96871, 4.59094, 4.42229], [-2.25113, 4.29713, 4.18917], [-1.20584, 0.66608, 6.53544], [-2.57888, 1.53297, 7.11811], [-0.09632, 3.01021, 6.06909], [-0.26580, 2.45573, 7.72901], [-1.38289, 3.64910, 7.10135], [-2.82525, -1.48503, -4.28362], [-1.41335, -1.95894, -4.59841], [-1.12782, -3.29834, -4.12545], [0.28395, -3.63740, -4.18420], [0.95497, -3.71237, -5.55967], [-2.04527, -4.33905, -4.57168], [-2.20879, -4.55200, -6.08067], [-3.02822, -1.55652, -3.21265], [-2.93608, -0.44056, -4.57996], [-3.58788, -2.05045, -4.81772], [-0.71512, -1.26817, -4.10432], [-1.24048, -1.85201, -5.67962], [0.43930, -4.58620, -3.66399], [0.82806, -2.89192, -3.58291], [0.67721, -4.61769, -6.09494], [2.04042, -3.73720, -5.43836], [0.71764, -2.85134, -6.18543], [-3.03031, -4.12400, -4.15059], [-1.75521, -5.28432, -4.10717], [-2.29637, -3.61230, -6.62799], [-3.11849, -5.12345, -6.27141], [-1.38356, -5.12225, -6.50376]], "forces_ev_per_a": [[0.1221, -1.0224, 1.6742], [-0.4153, 0.9623, -1.2296], [-0.3877, 0.6086, -0.5138], [0.0190, -0.9721, 1.1183], [1.4129, -0.6184, -1.1393], [-0.4457, 0.2111, 0.2683], [-1.2438, 0.2398, -0.8239], [0.0771, -1.4174, 0.2356], [-0.6808, 0.7326, 0.2554], [0.9907, -0.1107, -0.0431], [0.7347, 0.6802, -0.7654], [2.6541, -0.3946, 0.7249], [-4.1477, 0.3406, -1.0376], [1.1806, -0.2191, 0.0930], [0.3396, 0.3919, -0.2148], [1.3161, 0.8008, -0.2682], [-0.6824, -0.2811, 0.6230], [-0.4157, 0.4127, 0.5219], [0.5152, -0.5851, -0.3808], [0.7518, 0.0147, -0.4648], [-0.1741, 0.0043, -0.0605], [0.0106, -0.0760, 0.1702], [-0.5479, 0.5494, 0.0770], [-0.5477, -0.0186, 0.3395], [0.1543, -0.0421, -0.3253], [0.1388, 0.1244, 0.2216], [0.6759, 0.3021, 0.3125], [0.1887, -0.0627, -0.0457], [0.0495, 0.0697, 0.1338], [0.1849, -0.1470, -0.1686], [-0.3802, 0.0076, -0.0290], [-0.1585, 0.0520, 0.2742], [-0.2089, -0.3826, 0.3705], [-0.0893, -0.0065, 0.1408], [-0.4165, 0.2021, 0.1651], [-0.4401, -0.5301, 0.1986], [-0.1635, 0.4042, -0.1393], [-0.3040, -0.5979, 0.0301], [0.3544, 0.2776, -0.2244], [-0.0551, 0.0224, -0.1450], [0.0051, -0.0336, 0.0176], [0.1993, 0.0001, -0.0025], [-0.2350, -0.0773, 0.0584], [-0.2077, 0.0576, -0.1913], [-0.0841, 0.0558, 0.0707], [0.2582, -0.1559, 0.1506], [-0.0327, 0.0095, 0.1397], [-0.0201, 0.0181, 0.0801], [-0.0594, 0.0374, -0.0081], [0.0041, -0.0382, -0.0094], [-0.1490, 0.1617, 0.0795], [0.0601, -0.0137, -0.1047], [0.1096, -0.0623, 0.0802], [0.1108, -0.0579, -0.0278], [0.0775, 0.0091, -0.0188], [0.0027, -0.0294, -0.0091], [0.0087, -0.0200, 0.0057], [0.0023, 0.0051, -0.0957], [-0.1069, 0.0677, -0.1375], [-0.0190, -0.0080, -0.0234], [-0.0096, -0.0134, -0.0132], [0.0443, 0.0496, -0.0909], [0.0359, 0.0739, 0.0610], [-0.2397, 0.0178, -0.2086], [0.2612, -0.0187, 0.3300], [0.1386, -0.0052, -0.0049], [0.1389, -0.0318, 0.0307], [-0.3828, -0.0870, -0.0511], [0.0249, -0.1119, -0.0017], [-0.0381, -0.0673, -0.0138], [-0.0016, -0.0097, -0.0108], [0.0333, -0.0318, 0.0136], [0.1346, -0.1056, -0.0145], [0.0291, 0.0970, 0.0041], [-0.1199, -0.0194, -0.0145], [-0.0884, 0.0870, -0.0017], [-0.0548, 0.0425, -0.0398], [-0.0134, -0.0084, 0.0101], [-0.0371, -0.0111, 0.0016], [0.0485, 0.1134, 0.0115], [0.1765, 0.0828, 0.0326], [0.0017, 0.0088, 0.0204], [0.0023, 0.0135, 0.0210], [0.0254, 0.0829, -0.0551]], "charge": 1, "spin_multiplicity": 1, "homo_lumo_gap_ev": 6.87, "homo_ev": -9.959}

---

{"formula": "C28H42N3OP2RuSe2", "method": "the ωB97M-V functional and the def2-TZVPD basis", "species": ["Ru", "C", "Se", "C", "C", "Se", "C", "H", "H", "H", "H", "H", "H", "H", "H", "H", "H", "C", "C", "C", "C", "C", "C", "P", "C", "C", "C", "C", "C", "C", "C", "C", "C", "C", "C", "C", "H", "H", "H", "H", "H", "H", "H", "H", "H", "H", "H", "H", "H", "H", "C", "N", "C", "P", "O", "N", "C", "C", "N", "C", "C", "H", "H", "H", "H", "H", "H", "H", "H", "H", "H", "H", "H", "H", "H", "H", "H", "H", "H"], "xyz": [[-0.34699, 0.07057, -0.64535], [0.36817, 4.17399, -0.22095], [-0.69371, 2.69630, 0.51573], [-2.34480, 3.23593, -0.41331], [-3.28371, 2.09362, -0.76381], [-2.49144, 0.74607, -2.03947], [-1.84803, 1.93509, -3.45553], [0.11085, 4.30703, -1.25434], [1.40972, 4.00847, 0.02018], [0.06712, 5.02831, 0.36690], [-2.01084, 3.83495, -1.28372], [-2.81617, 3.93679, 0.30941], [-4.20762, 2.43666, -1.25004], [-3.55214, 1.46198, 0.10728], [-2.71226, 2.45847, -3.81954], [-1.40101, 1.31915, -4.28400], [-1.07406, 2.55106, -3.02178], [4.90253, 0.92184, 2.07778], [5.27012, 1.33494, 0.83417], [4.32635, 1.19804, -0.21368], [3.11059, 0.65402, 0.08305], [2.77389, 0.21670, 1.37998], [3.62002, 0.48156, 2.38837], [2.00537, 0.47015, -1.28596], [2.38637, 1.58073, -2.62469], [2.31299, 1.10490, -3.93338], [2.62237, 1.94892, -5.01977], [3.01131, 3.29914, -4.77419], [3.14231, 3.75947, -3.49339], [2.80378, 2.92068, -2.41633], [1.96515, -1.23162, -1.90210], [2.81393, -2.14704, -2.53383], [2.26441, -3.37765, -2.81976], [0.87641, -3.63652, -2.62239], [0.03149, -2.76073, -2.00261], [0.59269, -1.48398, -1.66133], [5.55829, 1.08938, 2.88678], [6.25050, 1.73631, 0.54001], [4.55633, 1.50379, -1.19155], [1.79581, -0.24490, 1.50015], [3.36566, 0.29863, 3.44235], [1.95283, 0.09622, -4.16464], [2.46646, 1.58065, -6.05386], [3.23944, 3.90956, -5.61038], [3.34486, 4.79385, -3.23824], [2.88459, 3.28350, -1.39987], [3.83310, -1.86323, -2.69894], [2.79351, -4.12770, -3.38679], [0.58260, -4.65355, -2.94490], [-1.03030, -2.95324, -1.81254], [-3.61658, -0.98208, 3.90781], [-2.57421, -0.45500, 2.97241], [-1.89919, 0.74662, 3.44005], [-1.92484, -1.62533, 2.00794], [-1.25765, -0.85636, 0.81149], [-0.82797, -2.51765, 2.79269], [-0.35298, -2.21399, 4.10719], [-0.25514, -3.76852, 2.24663], [-3.16461, -2.50515, 1.44424], [-4.05930, -1.80357, 0.46637], [-3.68179, -3.86412, 1.89365], [-3.20896, -1.01275, 4.89818], [-3.93520, -1.98392, 3.62164], [-4.46497, -0.25444, 3.93683], [-1.95515, 0.81449, 4.55448], [-2.35867, 1.70683, 3.10148], [-0.89892, 0.70683, 3.16896], [-0.80299, -1.35000, 4.57143], [0.70438, -2.01569, 4.07099], [-0.55553, -3.04031, 4.78066], [-0.65581, -4.01633, 1.24805], [-0.55112, -4.55265, 2.91475], [0.82668, -3.73982, 2.21445], [-4.12134, -2.41806, -0.41563], [-3.61912, -0.82816, 0.21155], [-5.06858, -1.60762, 0.85006], [-2.87732, -4.30401, 2.53717], [-3.84746, -4.48302, 0.98220], [-4.59447, -3.77345, 2.46705]], "forces_ev_per_a": [[0.7161, 0.0943, -0.5590], [-0.2074, -0.2724, 0.9702], [0.2156, -0.6301, -0.5747], [-0.1297, 0.5986, 0.1693], [0.2902, -0.5869, -0.0552], [-0.2583, 0.2748, 0.1272], [0.7482, -1.1474, -0.4113], [0.3140, -0.0190, -0.4638], [0.1430, -0.1950, -0.3318], [-0.2336, 0.3267, 0.0303], [-0.3731, -0.4527, 0.4024], [0.0237, -0.4438, -0.5533], [0.3054, -0.0081, 0.1627], [0.1102, 0.4706, -0.3981], [-0.2229, 0.4221, -0.1547], [-0.5515, 0.4506, 0.9388], [0.0343, 0.3934, -0.1305], [-0.0257, 0.9814, 0.6259], [-0.0659, -0.1321, -2.1742], [1.1192, 0.1464, 1.8315], [-0.6503, -0.3008, -0.0326], [-1.5984, 0.3145, -1.5504], [0.6843, -0.6625, 1.4631], [-0.2423, -1.2378, -0.3542], [0.4306, 1.0837, -0.1316], [-0.2619, 0.1827, -1.4255], [-0.3259, 0.4232, 0.5509], [-0.2096, -2.1805, -0.6521], [-0.9090, -0.2050, 1.8608], [-0.0975, -0.4851, -0.3065], [-1.2003, 0.4887, -0.0683], [-0.5290, 0.5506, 0.9994], [-1.0678, 0.2377, -0.8519], [1.0816, -1.4050, -0.1320], [-0.5390, 1.5733, 0.4818], [0.4681, -0.3432, 0.2571], [0.8253, 0.0015, 0.7678], [-0.4057, -0.2466, 0.6710], [0.4154, 0.3984, -1.0305], [0.0211, 0.0694, 0.3573], [0.1133, -0.0962, -0.6234], [0.2512, 0.3237, 0.2114], [0.3528, 0.3133, 0.8366], [0.1026, 0.5982, -0.5865], [0.3634, -0.0839, -0.3508], [0.0722, 0.1195, -0.0877], [0.4610, -0.2146, -0.2607], [0.4035, -0.0729, 0.2480], [-0.3087, 0.8388, 0.2953], [0.4781, -0.1717, -0.1674], [-0.4644, 1.2415, -0.5064], [-0.4430, -0.9543, 0.1027], [-1.8831, 0.7684, 1.2414], [-0.3639, 0.6279, 0.5065], [-0.2075, -0.0947, 0.2069], [-0.4892, -0.4516, -1.2378], [0.1555, 0.1249, 1.0401], [-0.6620, 0.3139, -0.5087], [-0.8821, -0.4722, -0.6801], [0.5463, 0.1154, 0.6572], [1.9311, 0.4904, -0.4453], [0.2679, -0.1584, 0.6676], [-0.1554, 0.3487, 0.0520], [0.4805, -0.7870, -0.1536], [0.1589, -0.2503, -0.7516], [0.1689, -0.8204, -0.1113], [1.9940, 0.2153, -0.5481], [-0.3548, 0.2975, -0.2053], [0.5931, -0.1008, 0.1123], [0.1519, -0.2680, 0.1032], [0.1805, 0.3240, 0.3942], [-0.0270, -0.6604, 0.3339], [0.2330, 0.2179, -0.0544], [-0.1565, -0.1351, -0.4552], [-0.1661, -0.4104, 0.0113], [0.2675, -0.2617, 0.1853], [-0.9075, 0.1369, -0.6086], [0.1335, 0.3751, 0.7725], [-0.2309, 0.1451, 0.0392]], "charge": 3, "spin_multiplicity": 5, "homo_lumo_gap_ev": [7.43, 5.84], "homo_ev": [-16.818, -16.939], "de_lowest_ev": 0.000}

---

Question: What is the formula in the first record?
Answer: C23H53N5O2P

---

Question: The highest charge belongs to which entry?
Answer: C28H42N3OP2RuSe2

---

Question: Number 2 is which compound?
Answer: C28H42N3OP2RuSe2

---

Question: Look up the charge of the second one.
Answer: +3